1.
The following is a DFT calculation (ωB97M-V/def2-TZVPD) of 9 unconnected molecules or ions with the total composition C55H76B3F12N10O2.

## Properties
Net charge = +7
Gap between HOMO and LUMO = 7.07 eV
Energy above the lowest of the compared OMol25 structures with the same formula, charge and spin = 65.9 kcal per mole
Calculated total energy = -4110.30990 hartree
HOMO = -21.8 eV
Lowest unoccupied orbital energy = -14.72 eV

Geometry as XYZ:
```
158
C55H76B3F12N10O2 | the Open Molecules 2025 dataset | ωB97M-V/def2-TZVPD
C -7.39 -4.28 10.39
C -8.71 -4.99 10.18
O -9.26 -5.49 11.09
N -9.08 -5.40 8.75
H -10.07 -5.18 8.64
H -8.64 -4.80 8.05
C -8.87 -6.89 8.56
H -6.72 -5.15 10.37
H -7.32 -3.84 11.38
H -7.15 -3.64 9.54
H -8.74 -7.10 7.50
H -9.74 -7.41 8.94
H -7.95 -7.16 9.08
C -3.75 -3.47 12.75
N -3.12 -4.46 11.86
C -1.99 -4.15 11.19
C -1.39 -5.10 10.40
C -1.91 -6.40 10.36
C -3.11 -6.65 11.00
C -3.66 -5.68 11.82
C -1.30 -7.48 9.52
C -0.87 -7.26 8.22
C -0.16 -8.24 7.56
N 0.09 -9.43 8.12
C -0.51 -9.71 9.30
C -1.13 -8.76 10.06
C 0.69 -10.56 7.37
H -4.53 -2.91 12.23
H -3.07 -2.71 13.12
H -4.26 -3.98 13.57
H -1.65 -3.14 11.36
H -0.49 -4.82 9.86
H -3.66 -7.58 10.95
H -4.55 -5.85 12.41
H -1.02 -6.32 7.71
H 0.11 -8.10 6.52
H -0.48 -10.75 9.60
H -1.57 -9.00 11.02
H 1.09 -10.14 6.44
H -0.08 -11.27 7.11
H 1.53 -10.97 7.92
C -13.11 -1.60 10.33
N -12.88 -2.29 11.64
C -13.94 -2.43 12.46
C -13.86 -3.14 13.63
C -12.59 -3.56 14.06
C -11.50 -3.43 13.20
C -11.69 -2.80 11.99
C -12.47 -4.30 15.35
C -13.51 -5.09 15.84
C -13.38 -5.75 17.04
N -12.23 -5.66 17.74
C -11.25 -4.88 17.28
C -11.36 -4.08 16.16
C -12.05 -6.36 19.03
H -12.25 -1.79 9.70
H -13.13 -0.53 10.53
H -14.02 -1.97 9.89
H -14.88 -2.03 12.11
H -14.72 -3.21 14.28
H -10.54 -3.88 13.44
H -10.89 -2.68 11.27
H -14.42 -5.27 15.28
H -14.17 -6.34 17.48
H -10.38 -4.79 17.93
H -10.53 -3.44 15.91
H -12.99 -6.84 19.33
H -11.69 -5.69 19.80
H -11.37 -7.19 18.84
C -17.94 -9.69 11.79
N -16.53 -9.42 12.24
C -15.64 -8.91 11.36
C -14.33 -8.72 11.75
C -13.91 -9.08 13.03
C -14.87 -9.56 13.93
C -16.17 -9.67 13.50
C -12.49 -8.89 13.47
C -11.96 -9.78 14.41
C -10.66 -9.61 14.84
N -9.86 -8.68 14.32
C -10.31 -7.80 13.40
C -11.64 -7.88 12.99
C -8.52 -8.51 14.93
H -18.00 -10.75 11.54
H -18.12 -9.06 10.93
H -18.62 -9.46 12.60
H -16.03 -8.70 10.38
H -13.66 -8.23 11.05
H -14.56 -9.83 14.93
H -16.95 -10.01 14.18
H -12.57 -10.55 14.84
H -10.32 -10.20 15.68
H -9.64 -7.00 13.14
H -11.94 -7.19 12.22
H -8.28 -9.42 15.48
H -8.48 -7.65 15.59
H -7.76 -8.36 14.17
C -5.59 -5.76 18.10
N -4.37 -6.32 17.51
C -4.41 -7.44 16.76
C -3.24 -8.02 16.34
C -2.01 -7.53 16.79
C -2.01 -6.38 17.59
C -3.20 -5.74 17.85
C -0.73 -8.24 16.56
C 0.15 -8.41 17.63
C 1.31 -9.12 17.50
N 1.70 -9.55 16.29
C 0.93 -9.36 15.23
C -0.32 -8.78 15.35
C 3.07 -10.14 16.14
H -6.45 -6.39 17.88
H -5.83 -4.77 17.72
H -5.43 -5.61 19.17
H -5.39 -7.75 16.44
H -3.23 -8.83 15.62
H -1.06 -5.93 17.85
H -3.27 -4.88 18.49
H -0.12 -8.05 18.62
H 1.85 -9.46 18.38
H 1.28 -9.62 14.24
H -0.90 -8.56 14.46
H 3.23 -10.28 15.07
H 3.10 -11.10 16.65
H 3.79 -9.40 16.48
C -7.84 0.81 15.93
C -6.93 -0.25 15.36
C -5.71 -0.51 16.21
O -4.99 -1.59 15.65
C -4.03 -2.13 16.55
N -7.68 -1.57 15.11
H -8.07 -1.89 16.01
H -8.34 -1.44 14.36
H -6.96 -2.23 14.81
H -8.27 0.63 16.91
H -8.72 0.79 15.28
H -7.42 1.81 15.82
H -6.65 0.05 14.34
H -5.98 -0.67 17.26
H -5.15 0.44 16.18
H -3.39 -2.75 15.93
H -4.53 -2.70 17.33
H -3.37 -1.36 16.97
B -4.85 -8.98 12.91
F -3.70 -8.22 13.31
F -5.65 -8.14 12.11
F -4.40 -10.11 12.25
F -5.54 -9.37 14.07
B -7.40 -4.96 14.29
F -6.82 -3.84 13.63
F -8.76 -5.13 13.90
F -6.69 -6.09 13.86
F -7.30 -4.77 15.66
B -9.30 -1.90 18.14
F -8.29 -2.86 17.76
F -9.72 -1.24 16.97
F -10.40 -2.61 18.67
F -8.83 -1.00 19.04
```

2.
The following is a DFT calculation (ωB97M-V/def2-TZVPD) of 21 unconnected molecules or ions with the total composition C55H80ClN21O2.

## Properties
Gap between HOMO and LUMO = 3.07 eV
Calculated total energy = -3903.00327 hartree
HOMO = -5.1 eV
Lowest unoccupied orbital energy = -2.01 eV

Geometry as XYZ:
```
159
C55H80ClN21O2 | the Open Molecules 2025 dataset | ωB97M-V/def2-TZVPD
C 7.82 -0.19 0.97
C 6.41 -1.08 0.96
C 6.18 -1.68 2.47
C 4.64 -2.07 2.85
C 3.55 -1.93 1.64
C 2.50 -0.84 1.64
C 2.30 0.27 2.83
C 3.19 1.64 2.66
C 3.09 2.32 1.15
Cl 4.97 1.47 3.19
C 1.48 -0.86 0.31
O 0.34 -0.15 0.33
C 1.85 -1.75 -1.05
C 2.89 -2.85 -1.02
C 3.67 -3.06 0.41
O 4.46 -4.16 0.59
H 8.61 -0.65 0.23
H 7.57 0.89 0.53
H 8.24 0.00 2.05
H 5.58 -0.34 0.58
H 6.59 -2.00 0.25
H 6.62 -0.89 3.24
H 6.84 -2.66 2.61
H 4.63 -3.20 3.22
H 4.29 -1.44 3.79
H 1.16 0.62 2.82
H 2.48 -0.20 3.91
H 2.71 2.44 3.40
H 3.29 3.49 1.32
H 3.93 1.92 0.43
H 2.00 2.26 0.69
H 1.30 -1.57 -2.10
H 3.15 -3.53 -1.96
C 7.05 -2.39 -2.80
C 7.87 -1.15 -2.49
N 8.56 -0.12 -2.23
H 7.27 -2.74 -3.81
H 7.28 -3.18 -2.09
H 5.98 -2.15 -2.73
C -0.65 -3.54 0.89
C -1.84 -4.43 1.20
N -2.83 -5.17 1.45
H -0.95 -2.49 0.91
H 0.14 -3.69 1.64
H -0.25 -3.77 -0.10
C 9.14 3.13 3.59
C 8.66 1.75 4.00
N 8.27 0.60 4.35
H 8.44 3.56 2.86
H 9.19 3.78 4.46
H 10.13 3.06 3.13
C 2.08 -5.43 -4.72
C 2.91 -4.19 -4.41
N 3.59 -3.16 -4.16
H 2.30 -5.78 -5.73
H 2.32 -6.22 -4.01
H 1.02 -5.19 -4.65
C -4.05 -0.99 0.80
C -3.71 -1.93 -0.33
N -3.42 -2.72 -1.28
H -3.26 -1.02 1.56
H -4.14 0.04 0.42
H -5.00 -1.28 1.26
C -2.92 -5.35 -4.27
C -1.72 -5.54 -5.19
N -0.73 -5.71 -5.95
H -3.71 -6.04 -4.54
H -2.62 -5.53 -3.23
H -3.29 -4.32 -4.36
C -4.43 3.63 1.64
C -4.91 2.24 2.06
N -5.30 1.09 2.40
H -5.13 4.05 0.91
H -4.38 4.28 2.51
H -3.44 3.56 1.19
C -3.44 0.65 6.06
C -3.32 2.01 5.40
N -3.22 3.14 4.84
H -3.73 -0.10 5.33
H -2.48 0.37 6.50
H -4.20 0.69 6.85
C -5.24 -1.15 -3.89
C -5.12 0.21 -4.56
N -5.02 1.34 -5.11
H -5.53 -1.90 -4.63
H -4.28 -1.43 -3.45
H -6.00 -1.11 -3.10
C -6.68 -4.83 1.09
C -7.02 -3.74 0.09
N -7.31 -2.84 -0.74
H -7.00 -5.81 0.71
H -5.59 -4.86 1.25
H -7.17 -4.64 2.04
C -2.85 6.87 -1.12
C -3.32 6.78 0.33
N -3.70 6.70 1.53
H -3.20 7.81 -1.56
H -1.76 6.85 -1.16
H -3.25 6.04 -1.69
C -10.03 -7.96 1.09
C -8.84 -8.16 0.17
N -7.84 -8.32 -0.59
H -10.83 -8.66 0.82
H -9.73 -8.15 2.13
H -10.40 -6.94 1.00
C -8.74 5.49 1.19
C -7.55 5.30 0.27
N -6.56 5.13 -0.49
H -9.54 4.80 0.92
H -8.45 5.31 2.23
H -9.12 6.52 1.10
C 3.40 -7.47 -0.69
C 3.32 -8.60 -1.70
N 3.25 -9.54 -2.54
H 2.59 -6.76 -0.86
H 3.31 -7.87 0.33
H 4.36 -6.95 -0.79
C -0.34 4.55 6.82
C 0.85 4.35 5.90
N 1.84 4.19 5.13
H -1.14 3.85 6.55
H -0.05 4.37 7.86
H -0.72 5.57 6.73
C 11.65 -0.33 -3.61
C 12.00 -1.27 -4.75
N 12.28 -2.06 -5.69
H 12.44 -0.36 -2.85
H 11.57 0.70 -3.99
H 10.70 -0.62 -3.16
C -4.26 5.28 -6.42
C -4.74 3.90 -6.01
N -5.13 2.75 -5.66
H -4.96 5.71 -7.15
H -4.21 5.94 -5.55
H -3.27 5.22 -6.88
C -10.92 -4.13 3.65
C -11.23 -5.58 3.34
N -11.49 -6.79 3.09
H -11.47 -3.81 4.54
H -9.85 -4.00 3.83
H -11.21 -3.50 2.81
C -7.37 8.83 3.40
C -8.56 7.93 3.71
N -9.55 7.20 3.96
H -7.67 9.88 3.42
H -6.59 8.67 4.15
H -6.97 8.59 2.41
C 13.68 2.63 -6.75
C 13.21 2.54 -5.31
N 12.83 2.46 -4.11
H 13.33 3.57 -7.20
H 14.77 2.61 -6.80
H 13.28 1.80 -7.33
C 1.52 7.29 -2.29
C 0.64 8.08 -1.34
N -0.09 8.73 -0.55
H 1.23 6.24 -2.29
H 1.42 7.69 -3.31
H 2.57 7.37 -1.99
```